# 1
The following is a DFT calculation (ωB97M-V with the def2-TZVPD basis set) of an isolated molecule of C6H9N3O2 in a non-equilibrium geometry.

Last column: Löwdin charge in e.
Positions of all 20 atoms, in Å:
N (-0.55302, -0.09997, -2.35387)  0.060
C (-1.17368, 0.51662, -1.20838)  -0.338
C (-1.19190, -0.34089, 0.02552)  -0.132
C (0.10777, -0.66580, 0.70512)  -0.263
C (0.90645, -1.75292, 0.47036)  -0.113
N (1.90560, -1.78340, 1.35127)  0.056
C (1.71555, -0.61675, 2.09578)  -0.199
N (0.71514, 0.12812, 1.72581)  0.123
C (-0.55200, 1.91652, -0.75270)  -0.407
O (0.26214, 2.53223, -1.43201)  0.076
O (-1.02875, 2.32498, 0.49084)  0.056
H (-0.50595, 0.63070, -3.07830)  0.092
H (0.38387, -0.34258, -2.16084)  0.053
H (-2.15825, 0.80351, -1.59495)  0.149
H (-1.73693, -1.30952, -0.24055)  0.141
H (-1.84242, 0.25052, 0.76051)  0.137
H (0.67147, -2.49629, -0.27756)  0.123
H (2.43072, -2.49430, 1.84321)  0.152
H (2.29741, -0.41024, 2.95989)  0.105
H (-0.65322, 3.20945, 0.67085)  0.130

E_HOMO = -8.8 eV
SMILES = N[C@@H](Cc1c[nH]cn1)C(=O)O
total charge = 0
orbital gap = 9.572 eV
max |F| = 0.070 hartree/bohr
energy relative to the best compared isomer or geometry (same formula, charge and spin) = 25.07 kcal/mol

***

# 2
The following is a DFT calculation (ωB97M-V with the def2-TZVPD basis set) of a cluster of 2 separate species, C3H10NO in total.

Last column: Löwdin charge in e.
Positions of all 15 atoms, in Å:
C (0.74910, -2.82054, -1.07591)  -0.486
O (0.54755, -1.63926, -0.47030)  -0.406
H (1.19934, -2.75092, -2.10449)  0.027
H (-0.15872, -3.45222, -1.20961)  0.026
H (1.46343, -3.51723, -0.55935)  0.024
C (-0.51454, 2.45715, 1.40856)  -0.143
C (0.09756, 1.44637, 0.44435)  -0.391
N (-0.90680, 0.66435, -0.23370)  -0.034
H (-1.24620, 3.04667, 0.86674)  0.047
H (0.23034, 3.13235, 1.82982)  0.050
H (-1.07006, 1.94195, 2.19199)  0.057
H (0.75755, 0.75848, 0.97850)  0.097
H (0.78086, 1.96793, -0.24538)  0.089
H (-0.52911, -0.26743, -0.48925)  0.004
H (-1.31997, 1.15091, -1.01516)  0.040

E_HOMO = -2.4 eV
total charge = -1
orbital gap = 6.641 eV
max |F| = 0.011 hartree/bohr
energy relative to the best compared isomer or geometry (same formula, charge and spin) = 14.67 kcal/mol

***

# 3
The following is a DFT calculation (ωB97M-V with the def2-TZVPD basis set) of a structure of composition C5H9N3S3 in a non-equilibrium geometry.

Last column: Löwdin charge in e.
Positions of all 20 atoms, in Å:
C (-1.34405, -0.55499, -0.33551)  -0.677
C (-0.34682, -0.08148, 0.41193)  -0.495
C (-3.82735, -1.07929, -1.43329)  -0.379
C (0.50006, 2.09158, 1.76443)  -0.353
C (3.31013, -0.98951, -0.10545)  -0.364
N (-1.02607, -0.84166, -1.65762)  -0.033
N (0.17093, -0.63338, -1.95199)  -0.083
N (0.92636, -0.24884, -0.99155)  -0.462
S (-3.01239, -0.76101, 0.16042)  0.889
S (0.20450, 0.29306, 1.95172)  0.866
S (2.47527, 0.31277, -1.07091)  0.855
H (-3.07386, -1.44028, -2.12516)  0.017
H (-4.27034, -0.15493, -1.79359)  0.032
H (-4.59476, -1.82526, -1.26368)  0.028
H (1.10665, 2.26601, 0.88193)  0.014
H (1.02376, 2.41678, 2.65728)  0.031
H (-0.45864, 2.59523, 1.68107)  0.038
H (2.70302, -1.21011, 0.76607)  0.015
H (4.27489, -0.59181, 0.19156)  0.030
H (3.43794, -1.87519, -0.72246)  0.032

E_HOMO = -8.4 eV
total charge = 0
orbital gap = 8.717 eV
max |F| = 0.097 hartree/bohr
energy relative to the best compared isomer or geometry (same formula, charge and spin) = 0.00 kcal/mol

***

# 4
The following is a DFT calculation (ωB97M-V with the def2-TZVPD basis set) of an isolated molecule of C6H10O3S in a non-equilibrium geometry.

Last column: Löwdin charge in e.
Positions of all 20 atoms, in Å:
C (-2.88705, 0.11356, -0.58704)  -0.192
C (-1.66024, 0.10339, -0.13323)  -0.166
C (-4.93809, 0.54451, 0.33258)  0.003
C (3.63402, 1.64488, 0.39803)  -0.108
C (2.10941, 0.38370, -0.85363)  -0.306
C (0.97395, -0.60196, -0.62651)  -0.272
O (0.19160, 1.77175, 0.38542)  -0.526
O (-4.15828, 0.15905, -0.89333)  -0.086
O (2.73895, 0.54367, 0.42443)  -0.251
S (-0.03978, 0.33345, 0.62899)  0.917
H (-4.95868, -0.32025, 1.01517)  0.103
H (-5.84764, 0.92871, -0.10305)  0.088
H (-4.41283, 1.33274, 0.86308)  0.088
H (4.05105, 1.80850, -0.63682)  0.095
H (4.30736, 1.45056, 1.22176)  0.080
H (3.04266, 2.64112, 0.58767)  0.119
H (2.87274, 0.20530, -1.61708)  0.126
H (1.54759, 1.33906, -1.06496)  0.113
H (0.45595, -0.83195, -1.50908)  0.070
H (1.36265, -1.49404, -0.07667)  0.106

E_HOMO = -9.0 eV
total charge = 0
orbital gap = 9.820 eV
max |F| = 0.142 hartree/bohr
energy relative to the best compared isomer or geometry (same formula, charge and spin) = 103.75 kcal/mol

***

# 5
The following is a DFT calculation (ωB97M-V with the def2-TZVPD basis set) of a structure of composition C30H25Cl3GeN7O2W.

Last column: Mulliken spin population.
Positions of all 69 atoms, in Å:
W (0.43479, -0.07061, -0.34920)  0.704
C (-0.99932, -2.64324, 0.74594)  -0.005
C (-2.10197, -1.73443, 1.25419)  0.022
C (-2.65038, -0.68645, 0.31524)  0.018
C (-4.01482, -0.43907, 0.37230)  -0.005
C (-4.59072, 0.53008, -0.42855)  0.003
C (-3.77493, 1.24410, -1.28852)  -0.001
C (-2.42656, 0.96206, -1.30071)  0.004
N (-1.85803, 0.01311, -0.52894)  0.040
N (0.38125, -2.05592, 0.61776)  0.011
C (1.16268, -2.99321, -0.24294)  0.026
C (0.60437, -2.88081, -1.62815)  -0.004
C (0.58013, -3.91651, -2.53570)  -0.002
C (-0.05587, -3.72481, -3.75583)  0.006
C (-0.68576, -2.51429, -3.99835)  0.000
C (-0.61729, -1.52342, -3.04304)  0.015
N (0.04344, -1.67977, -1.88456)  0.013
C (1.02752, -2.01613, 1.95581)  0.036
C (2.17924, -1.05857, 1.96942)  -0.002
C (3.18940, -1.15651, 2.90281)  0.001
C (4.12799, -0.13880, 2.99548)  0.000
C (4.00178, 0.96211, 2.16536)  -0.004
C (2.98588, 0.98529, 1.23269)  -0.006
N (2.10773, -0.02594, 1.10432)  0.079
H (-1.28398, -3.02994, -0.23006)  -0.001
H (-0.90955, -3.50091, 1.41760)  0.001
H (-1.84318, -1.26591, 2.20422)  -0.001
H (-2.92930, -2.40955, 1.47945)  0.000
H (-4.62295, -1.01947, 1.05223)  0.000
H (-5.65434, 0.72063, -0.38157)  0.000
H (-4.16308, 2.01345, -1.94000)  0.000
H (-1.76184, 1.52182, -1.93890)  0.003
H (1.04661, -4.01217, 0.13562)  0.007
H (2.21879, -2.72317, -0.19310)  -0.001
H (1.04992, -4.85925, -2.29058)  0.000
H (-0.07538, -4.51546, -4.49337)  0.000
H (-1.21731, -2.31454, -4.91874)  0.000
H (-1.10077, -0.57587, -3.21920)  0.001
H (1.33845, -3.02365, 2.23908)  -0.002
H (0.29180, -1.67263, 2.68208)  -0.002
H (3.22772, -2.01284, 3.56225)  0.000
H (4.93038, -0.19752, 3.71816)  0.000
H (4.68813, 1.79466, 2.21863)  0.000
H (2.86281, 1.81716, 0.55655)  0.003
Cl (4.34312, -1.41822, -0.70202)  -0.009
Ge (2.76554, -0.30864, -1.68074)  -0.028
Cl (2.63517, -1.22578, -3.61600)  -0.007
Cl (3.54782, 1.65618, -2.05802)  -0.001
O (-0.33927, 0.37703, 1.58794)  -0.025
C (-0.18693, 1.64190, 1.41387)  0.038
O (0.36557, 1.90854, 0.28727)  -0.017
C (-0.59275, 2.64651, 2.36412)  -0.001
C (-0.39359, 3.99636, 2.05616)  0.003
C (-0.78481, 4.96090, 2.96487)  -0.001
C (-1.36918, 4.58091, 4.16809)  0.003
C (-1.56844, 3.23787, 4.47485)  -0.001
C (-1.18093, 2.26547, 3.57464)  0.002
H (0.06001, 4.27336, 1.11386)  0.000
H (-0.63764, 6.00821, 2.74134)  0.000
H (-1.67354, 5.33984, 4.87657)  0.000
H (-2.02333, 2.96034, 5.41536)  0.000
H (-1.32577, 1.21702, 3.80001)  0.000
N (0.38160, 0.98017, -2.06807)  0.001
C (0.51887, 1.36281, -3.17635)  0.061
C (0.48485, 1.74608, -4.46782)  0.007
C (1.41910, 2.68189, -4.98042)  0.005
N (2.20222, 3.42877, -5.36638)  0.004
C (-0.47532, 1.03722, -5.24121)  0.001
N (-1.31588, 0.47216, -5.78906)  0.006

E_HOMO (alpha / beta) = -13.7 / -13.7 eV
total charge = +2
multiplicity = 2
expectation value of S² = 0.76
orbital gap (alpha / beta) = 6.794 / 6.060 eV
max |F| = 0.011 hartree/bohr
energy relative to the best compared isomer or geometry (same formula, charge and spin) = 0.00 kcal/mol

***

Q: What is the formula in the fifth record?
A: C30H25Cl3GeN7O2W